{"formula": "C3H2KO3", "method": "the ωB97M-V functional and the def2-TZVPD basis", "elements": ["O", "C", "C", "O", "K", "H", "C", "O", "H"], "xyz": [[-0.79017, 0.12375, -0.02849], [-1.21693, -1.20277, 0.32598], [-0.21353, -2.06266, 0.57953], [1.03272, -1.95870, 0.55483], [1.76387, 0.22842, 0.06873], [-2.29224, -1.35045, 0.37646], [-1.61240, 0.95320, -0.60230], [-0.84207, 1.89599, -1.12559], [-1.40166, 2.58990, -1.49289]], "forces_ev_per_a": [[-0.1, 0.7, -0.7], [-0.2, -0.9, 0.6], [-0.3, 0.3, -0.1], [-0.3, -0.6, 0.2], [0.4, 0.5, -0.1], [0.5, 0.1, 0.0], [-0.8, -0.8, 0.3], [0.8, 0.9, -0.1], [-0.1, -0.2, 0.0]], "nbo_charge": [-0.581, -0.283, 0.327, -0.790, 0.961, 0.207, 0.381, -0.725, 0.503], "s_squared": 0.756, "multiplicity": 2, "homo_energy_ha": [-0.241, -0.256], "e_above_lowest_kj_mol": 232.22}

{"formula": "C3H2Li2O3", "method": "the ωB97M-V functional and the def2-TZVPD basis", "elements": ["O", "C", "O", "O", "Li", "H", "Li", "C", "C", "H"], "xyz": [[-0.65936, -0.79542, 1.27107], [-1.14035, 0.24735, 0.75007], [-2.37009, 0.58768, 0.84920], [-0.41334, 0.99796, -0.05750], [-2.03421, 1.93590, -0.44826], [0.81418, -1.47027, -0.13001], [1.32590, 0.91551, -0.47425], [3.01868, -1.06073, -0.81869], [1.85088, -1.31952, -0.60505], [4.06357, -0.83572, -0.96406]], "forces_ev_per_a": [[0.4, 1.0, -0.6], [-1.0, -2.5, 0.8], [-0.1, 0.9, -0.3], [1.3, 1.5, -1.3], [0.1, -0.8, 0.7], [1.3, 0.3, -0.7], [-0.5, -0.4, 0.3], [-0.8, 0.1, 0.1], [-0.4, 0.1, 1.0], [-0.5, -0.2, -0.1]], "nbo_charge": [-0.785, 0.939, -0.910, -1.122, 0.949, 0.340, 0.953, -0.316, -0.299, 0.251], "multiplicity": 1, "homo_energy_ha": -0.290, "e_above_lowest_kj_mol": 0.00}

{"formula": "C3H2N2", "method": "the ωB97M-V functional and the def2-TZVPD basis", "elements": ["C", "C", "C", "N", "N", "H", "H"], "xyz": [[0.91633, 0.25805, -0.61330], [0.04232, -1.32417, 2.00473], [-0.39878, 0.59387, -0.83840], [1.94530, -0.12824, -0.25093], [-0.74343, -0.56987, 1.63299], [-0.94247, -0.15472, -0.37617], [-0.81928, 1.32508, -1.55892]], "forces_ev_per_a": [[0.3, 0.7, -0.2], [0.7, -0.7, 0.3], [0.4, 1.1, -1.6], [0.6, -0.1, 0.0], [-0.8, 0.4, 0.3], [-1.9, -0.8, 0.4], [0.7, -0.6, 0.8]], "nbo_charge": [0.185, 0.480, -0.343, -0.288, -0.495, 0.229, 0.233], "multiplicity": 1, "homo_energy_ha": [-0.438, -0.354], "e_above_lowest_kj_mol": 514.94}

{"formula": "C3H2N2", "method": "the ωB97M-V functional and the def2-TZVPD basis", "elements": ["C", "C", "C", "N", "N", "H", "H"], "xyz": [[2.10451, 0.76699, 0.18403], [1.05199, 0.23159, 0.03940], [-1.84738, -0.16359, -0.04374], [-2.67325, 0.64702, -0.15211], [-0.98543, -1.05570, 0.23970], [3.02748, 1.27685, 0.20605], [-0.67791, -1.70315, -0.47332]], "forces_ev_per_a": [[0.7, 0.4, 0.0], [-2.1, -1.4, 0.1], [-0.2, -0.1, -0.3], [-0.8, 0.8, -0.2], [2.1, 0.1, 0.8], [0.3, 0.2, 0.1], [-0.1, 0.1, -0.4]], "nbo_charge": [-0.404, 0.107, 0.358, -0.237, -0.468, 0.242, 0.403], "multiplicity": 1, "homo_energy_ha": [-0.408, -0.401], "e_above_lowest_kj_mol": 623.93}

{"formula": "C3H2N2", "method": "the ωB97M-V functional and the def2-TZVPD basis", "elements": ["C", "C", "C", "N", "N", "H", "H"], "xyz": [[0.98916, 0.55888, -0.71071], [0.39134, -1.54079, 2.10293], [-0.95710, -0.28254, 0.48906], [-0.27423, -1.09117, 1.21163], [-0.28583, 0.49932, -0.38275], [1.17702, 0.82494, -1.73216], [-1.04036, 1.03136, -0.97801]], "forces_ev_per_a": [[1.4, -1.7, 1.6], [-1.0, 0.2, -1.0], [-2.5, 1.0, -0.3], [3.2, -1.6, 2.5], [-2.3, 2.3, -3.1], [-0.5, 1.0, -0.7], [1.7, -1.3, 1.1]], "nbo_charge": [0.037, 0.408, 0.332, -0.636, -0.650, 0.121, 0.388], "multiplicity": 1, "homo_energy_ha": [-0.339, -0.339], "e_above_lowest_kj_mol": 592.45}

{"formula": "C3H2N2O", "method": "the ωB97M-V functional and the def2-TZVPD basis", "elements": ["N", "C", "C", "O", "C", "N", "H", "H"], "xyz": [[-1.48324, -0.52802, -2.02540], [-0.92445, -0.12879, -1.09425], [-0.21135, 0.39529, 0.11916], [1.10505, 0.94432, -0.02181], [0.09086, -0.66698, 1.07431], [0.57789, -1.44201, 1.77557], [-0.88926, 1.15885, 0.55042], [1.72780, 0.27618, -0.37340]], "forces_ev_per_a": [[0.6, 0.5, 1.1], [0.2, -0.2, -0.7], [0.5, 0.0, 0.1], [-0.6, 0.5, -1.2], [-0.2, -1.3, 1.0], [-0.6, 0.4, -0.4], [0.7, -0.3, -0.1], [-0.6, 0.3, 0.2]], "nbo_charge": [-0.244, 0.232, -0.075, -0.653, 0.240, -0.260, 0.268, 0.492], "multiplicity": 1, "smiles": "N#CC(O)C#N", "homo_energy_ha": -0.448, "e_above_lowest_kj_mol": 54.69}

{"formula": "C3H2N2O2", "method": "the ωB97M-V functional and the def2-TZVPD basis", "elements": ["O", "C", "C", "N", "C", "N", "O", "H", "H"], "xyz": [[-2.69160, 0.22297, -0.08214], [-1.52780, 0.04128, 0.00757], [-0.31478, -0.34103, -0.89576], [0.50604, 0.69182, -0.93980], [1.39936, 0.37219, 0.03013], [1.21137, -0.79952, 0.59200], [0.18124, -1.34324, -0.11916], [-0.89673, 0.10028, 0.97530], [2.13291, 1.05525, 0.43185]], "forces_ev_per_a": [[0.9, -0.1, -0.4], [-1.0, 0.2, 0.7], [0.2, 0.2, 0.3], [-0.5, -0.2, 0.4], [0.4, -0.3, 0.2], [1.1, 0.0, -0.4], [0.0, 0.0, 0.0], [-1.2, 0.3, -0.5], [0.2, -0.1, -0.3]], "nbo_charge": [-0.431, 0.434, 0.320, -0.420, 0.121, -0.111, -0.277, 0.141, 0.223], "multiplicity": 1, "smiles": "O=Cc1ncno1", "homo_energy_ha": -0.400, "e_above_lowest_kj_mol": 381.15}

{"formula": "C3H2N2O2", "method": "the ωB97M-V functional and the def2-TZVPD basis", "elements": ["O", "C", "C", "N", "C", "N", "O", "H", "H"], "xyz": [[0.09887, -1.84960, -1.66017], [0.44220, -1.63673, -0.53239], [-0.02614, -0.39500, 0.13284], [-1.15984, 0.21613, 0.19703], [-0.73894, 1.49732, 0.44664], [0.54983, 1.65623, 0.53054], [1.03744, 0.38845, 0.34891], [1.21354, -2.20805, 0.00517], [-1.41696, 2.33124, 0.53143]], "forces_ev_per_a": [[0.0, -0.4, 0.2], [-0.2, -0.3, -0.3], [0.3, 0.4, -0.3], [0.3, -0.1, -0.2], [0.0, 0.3, 0.1], [-0.5, 0.4, 0.3], [0.0, 0.0, 0.1], [0.0, -0.2, -0.1], [0.0, 0.0, 0.1]], "nbo_charge": [-0.436, 0.380, 0.392, -0.441, 0.134, -0.122, -0.268, 0.142, 0.217], "multiplicity": 1, "homo_energy_ha": -0.408, "e_above_lowest_kj_mol": 185.11}

{"formula": "C3H2N2O2", "method": "the ωB97M-V functional and the def2-TZVPD basis", "elements": ["N", "C", "C", "O", "C", "N", "O", "H", "H"], "xyz": [[2.67394, 0.00487, -0.51243], [1.59872, -0.03394, -0.12373], [0.38455, -0.04116, 0.62864], [-0.44236, 1.06696, 0.38030], [-1.49527, 0.62751, -0.34237], [-1.79225, -0.58163, -0.45464], [-0.55039, -1.14350, 0.25244], [0.72555, -0.03148, 1.68232], [-1.88344, 1.36666, -0.94999]], "forces_ev_per_a": [[0.2, 0.0, -0.3], [1.1, -0.1, -0.8], [-3.3, -1.2, 0.3], [0.4, 0.5, -0.2], [0.5, 0.5, 0.0], [3.1, -0.7, 1.3], [0.3, -0.2, 0.6], [-0.8, -0.4, -0.2], [-1.6, 1.5, -0.7]], "nbo_charge": [-0.232, 0.200, 0.257, -0.460, 0.321, -0.097, -0.413, 0.222, 0.202], "multiplicity": 1, "smiles": "N#C[C@H]1OC=NO1", "homo_energy_ha": -0.391, "e_above_lowest_kj_mol": 323.40}

{"formula": "C3H2N2O2", "method": "the ωB97M-V functional and the def2-TZVPD basis", "elements": ["O", "C", "C", "N", "C", "N", "O", "H", "H"], "xyz": [[-1.39898, 0.16294, -1.37792], [-1.46430, -0.29957, -0.28051], [-0.07629, 1.64467, 0.78332], [0.89682, 1.08971, 0.39013], [1.45068, -0.09621, -0.04526], [0.76841, -1.17191, -0.11878], [-0.51452, -1.02607, 0.39533], [-2.31273, -0.29452, 0.40943], [2.50353, -0.13892, -0.29990]], "forces_ev_per_a": [[0.2, -0.3, 0.6], [-0.1, -0.4, -0.5], [1.2, 0.1, -0.1], [-0.8, 0.4, 0.4], [-0.1, -0.3, -0.1], [0.3, 0.3, -0.2], [-0.3, 0.0, 0.0], [-0.2, 0.1, -0.2], [-0.2, 0.1, -0.1]], "nbo_charge": [-0.541, 0.625, 0.392, -0.594, 0.212, -0.076, -0.390, 0.146, 0.225], "multiplicity": 1, "homo_energy_ha": -0.410, "e_above_lowest_kj_mol": 329.60}